{"formula": "C52H57AsClN2OSi2W", "method": "ωB97M-V with the def2-TZVPD basis set", "symbols": ["W", "C", "Si", "C", "N", "C", "C", "C", "C", "C", "C", "C", "C", "C", "C", "C", "C", "C", "C", "C", "C", "C", "H", "H", "H", "H", "H", "H", "H", "H", "H", "H", "H", "H", "H", "H", "H", "H", "H", "H", "H", "H", "H", "H", "H", "H", "C", "Si", "C", "C", "N", "C", "C", "C", "C", "C", "C", "O", "C", "C", "C", "C", "C", "C", "H", "H", "H", "H", "H", "H", "H", "H", "H", "H", "H", "H", "H", "H", "H", "H", "H", "H", "Cl", "C", "C", "C", "C", "C", "C", "As", "C", "C", "C", "C", "C", "C", "C", "C", "C", "C", "C", "C", "H", "H", "H", "H", "H", "H", "H", "H", "H", "H", "H", "H", "H", "H", "H"], "positions_angstrom": [[-0.29073, -0.01160, 0.47767], [-0.19753, -0.95473, 2.45823], [1.45488, -0.51673, 3.24029], [1.50794, 1.34953, 2.82073], [1.46338, 1.55650, 1.33860], [2.80989, 1.21501, 0.74833], [3.64374, 2.41561, 0.30108], [3.64665, 3.50007, 1.37050], [2.20453, 3.96619, 1.62499], [1.17358, 2.98882, 1.05093], [1.54195, -0.80134, 5.09308], [0.91360, 0.07065, 5.98583], [0.90944, -0.17989, 7.34886], [1.53407, -1.31462, 7.84661], [2.15789, -2.19683, 6.97600], [2.15784, -1.94276, 5.61281], [2.90728, -1.45624, 2.47163], [4.18233, -1.38843, 3.04197], [5.24025, -2.11847, 2.52310], [5.04602, -2.94290, 1.42297], [3.79076, -3.02316, 0.83886], [2.73684, -2.28944, 1.36695], [-0.96329, -0.54322, 3.11985], [-0.33453, -2.03949, 2.46141], [2.36534, 1.87393, 3.25272], [0.60918, 1.80214, 3.24600], [2.68625, 0.52475, -0.08565], [3.38295, 0.68239, 1.49825], [3.27752, 2.83016, -0.63964], [4.65838, 2.05535, 0.12156], [4.27325, 4.33402, 1.05489], [4.09015, 3.09791, 2.28517], [2.02138, 4.93001, 1.14727], [2.03194, 4.11574, 2.69157], [1.12991, 3.10743, -0.02885], [0.20257, 3.24353, 1.45479], [0.42189, 0.96204, 5.60826], [0.41413, 0.50738, 8.02272], [1.53106, -1.51180, 8.91067], [2.64193, -3.08575, 7.35975], [2.64387, -2.64233, 4.94321], [4.34745, -0.74606, 3.90105], [6.21796, -2.05123, 2.98334], [5.86656, -3.53077, 1.03229], [3.62723, -3.66469, -0.01886], [1.75767, -2.37742, 0.92564], [-0.74500, -4.49011, 1.17095], [-1.46236, -3.05709, 0.16395], [-2.79140, -2.18457, 1.20116], [-2.33710, -3.76470, -1.35237], [-0.23844, -1.85834, -0.32989], [0.61072, -2.14068, -1.40014], [0.92298, -3.44579, -1.79548], [1.60387, -3.70327, -2.97039], [1.98450, -2.65317, -3.78961], [1.76931, -1.34714, -3.37625], [1.17109, -1.10166, -2.15407], [0.95645, 0.19089, -1.63576], [1.68310, 1.25666, -2.19884], [1.03115, 2.46878, -2.31228], [1.68964, 3.56364, -2.84901], [3.01031, 3.44733, -3.25423], [3.67305, 2.24073, -3.08673], [3.02082, 1.14081, -2.55063], [-1.45353, -4.77837, 1.94988], [0.20540, -4.25866, 1.65679], [-0.58748, -5.36858, 0.54050], [-3.78191, -2.41411, 0.80215], [-2.70555, -1.09958, 1.24416], [-2.76430, -2.53840, 2.23353], [-2.99290, -4.57747, -1.03118], [-1.64844, -4.16839, -2.09593], [-2.95815, -3.01554, -1.84582], [0.59674, -4.26371, -1.16425], [1.81619, -4.72502, -3.25605], [2.46260, -2.83868, -4.74139], [2.05561, -0.52947, -4.01943], [0.01437, 2.55421, -1.96631], [1.16007, 4.50208, -2.95126], [3.52419, 4.29429, -3.68862], [4.71468, 2.14791, -3.36421], [3.55457, 0.21218, -2.40312], [-1.57889, 1.65935, 1.61095], [-6.71713, -0.25286, 0.28322], [-6.19393, -0.96270, -0.78577], [-4.90045, -0.71819, -1.22178], [-4.11287, 0.25320, -0.60763], [-4.63490, 0.93334, 0.49075], [-5.92761, 0.68618, 0.92711], [-2.28704, 0.62386, -1.26625], [-2.51724, 2.52759, -1.77152], [-2.20975, 2.94930, -3.06577], [-2.33798, 4.28097, -3.42577], [-2.75948, 5.21817, -2.49321], [-3.04792, 4.81274, -1.20029], [-2.92596, 3.47765, -0.84006], [-2.54289, -0.12929, -3.07147], [-1.80221, -1.19637, -3.55729], [-2.04817, -1.71759, -4.82229], [-3.04843, -1.17935, -5.61165], [-3.80712, -0.11873, -5.12852], [-3.55861, 0.40077, -3.87207], [-7.72958, -0.43758, 0.61746], [-6.79178, -1.71397, -1.28519], [-4.51286, -1.30655, -2.04015], [-4.03807, 1.64883, 1.03157], [-6.31269, 1.22868, 1.78075], [-1.85353, 2.23953, -3.79981], [-2.10795, 4.58484, -4.43904], [-2.86394, 6.25793, -2.77460], [-3.37285, 5.53490, -0.46265], [-3.15110, 3.18962, 0.17427], [-1.04162, -1.65113, -2.94863], [-1.45740, -2.55099, -5.18093], [-3.24545, -1.58803, -6.59396], [-4.59898, 0.30107, -5.73511], [-4.16384, 1.21851, -3.50193]], "atomic_forces_ev_per_a": [[0.884, -0.056, 0.107], [0.279, 0.059, -0.479], [0.116, 0.142, -0.029], [0.203, -0.269, 0.181], [-0.275, -0.425, -0.026], [0.231, 0.000, -0.182], [-0.122, 0.121, 0.177], [-0.011, -0.057, -0.060], [0.085, -0.165, 0.050], [0.062, 0.375, 0.066], [-0.132, 0.045, -0.174], [0.024, 0.050, -0.104], [-0.034, 0.054, 0.044], [-0.001, -0.009, -0.028], [-0.010, -0.010, 0.049], [-0.015, 0.011, -0.054], [-0.280, -0.094, 0.177], [-0.024, 0.171, -0.033], [0.056, 0.053, 0.067], [-0.036, -0.018, -0.067], [0.048, -0.027, -0.014], [0.015, 0.000, 0.095], [0.054, 0.123, -0.004], [0.022, 0.021, -0.127], [0.019, -0.012, -0.060], [-0.014, -0.007, -0.009], [-0.027, -0.054, 0.160], [-0.046, -0.039, 0.098], [0.022, -0.013, 0.117], [-0.013, -0.035, -0.085], [0.022, 0.004, 0.056], [0.003, 0.029, 0.016], [-0.023, 0.007, -0.018], [-0.025, 0.024, -0.015], [-0.051, -0.055, 0.033], [-0.071, -0.097, -0.046], [-0.029, -0.002, 0.059], [0.020, 0.002, 0.006], [0.004, -0.001, -0.001], [-0.001, 0.003, -0.002], [0.015, -0.019, 0.023], [0.044, -0.060, 0.041], [-0.008, -0.009, 0.000], [0.011, 0.032, -0.015], [-0.003, -0.001, 0.006], [-0.135, -0.074, -0.109], [0.103, 0.194, -0.264], [-0.873, -0.500, 0.484], [0.218, -0.245, -0.066], [0.312, 0.197, 0.087], [0.185, 0.947, 0.459], [0.491, -0.006, -0.415], [-0.179, 0.059, 0.160], [0.060, -0.069, -0.048], [-0.019, -0.007, 0.017], [-0.025, 0.093, -0.033], [-0.124, -0.212, -0.031], [-0.185, -0.472, 0.137], [0.126, 0.420, -0.059], [-0.148, -0.285, -0.025], [0.086, 0.036, -0.049], [-0.030, 0.083, -0.050], [0.006, -0.104, -0.070], [-0.007, -0.111, 0.022], [-0.024, 0.036, -0.014], [-0.016, 0.038, 0.001], [0.023, 0.006, 0.007], [0.021, 0.000, -0.053], [-0.085, 0.016, 0.022], [0.075, -0.004, -0.007], [0.011, 0.012, 0.088], [-0.053, -0.026, -0.013], [0.006, 0.000, 0.031], [-0.004, -0.015, -0.070], [-0.010, 0.008, 0.010], [0.003, 0.005, 0.006], [0.043, -0.006, 0.010], [-0.141, 0.041, -0.048], [0.005, -0.004, 0.014], [0.005, -0.003, 0.024], [-0.006, 0.003, -0.010], [0.002, 0.011, -0.004], [-0.227, -0.130, 0.051], [-0.015, -0.028, -0.006], [-0.035, -0.015, 0.030], [0.175, -0.017, -0.052], [0.149, -0.078, 0.247], [0.012, 0.048, -0.031], [-0.003, -0.002, 0.020], [-1.359, 0.516, -0.859], [0.359, -0.080, 0.169], [0.143, -0.100, 0.086], [0.000, 0.063, -0.003], [-0.009, 0.005, -0.031], [-0.022, 0.007, 0.008], [-0.041, -0.060, 0.048], [0.228, -0.074, 0.158], [-0.006, 0.064, 0.122], [-0.017, -0.038, -0.080], [0.035, -0.014, 0.035], [-0.035, -0.012, -0.056], [-0.056, 0.032, 0.178], [0.011, -0.008, 0.008], [0.014, -0.004, -0.006], [0.008, 0.035, -0.102], [-0.046, -0.025, 0.008], [-0.001, 0.012, -0.015], [-0.006, 0.031, -0.027], [0.009, -0.008, 0.006], [0.006, -0.006, 0.002], [-0.005, -0.007, -0.002], [0.013, 0.072, -0.051], [0.058, -0.045, 0.008], [0.003, 0.004, 0.019], [-0.003, 0.020, -0.003], [-0.004, 0.008, 0.020], [-0.040, -0.022, -0.042]], "lowdin_spin": [1.666, 0.025, 0.014, 0.006, 0.018, 0.006, 0.000, 0.000, 0.000, 0.009, 0.002, 0.001, 0.000, 0.000, 0.000, 0.001, 0.003, 0.000, 0.001, 0.000, 0.001, 0.004, 0.002, 0.006, 0.000, 0.001, 0.003, 0.000, 0.000, 0.000, 0.000, 0.000, 0.000, 0.000, 0.002, 0.002, 0.000, 0.000, 0.000, 0.000, 0.000, 0.000, 0.000, 0.000, 0.000, 0.003, 0.004, 0.011, 0.024, -0.001, 0.014, 0.012, -0.001, 0.000, -0.002, 0.001, 0.003, 0.037, 0.003, 0.005, 0.000, 0.001, 0.000, 0.001, 0.000, 0.000, 0.000, 0.001, 0.009, 0.001, 0.000, 0.000, 0.000, 0.000, 0.000, 0.000, 0.000, 0.003, 0.000, 0.000, 0.000, 0.000, 0.083, -0.001, 0.000, -0.001, -0.002, 0.000, 0.000, 0.010, 0.008, 0.001, 0.000, 0.000, 0.000, 0.001, -0.004, 0.000, 0.000, 0.000, 0.000, -0.001, 0.000, 0.000, 0.000, 0.000, 0.000, 0.000, 0.000, 0.000, 0.000, 0.001, 0.000, 0.000, 0.000, 0.000, 0.000], "energy_ha": -5542.370232, "relative_energy_ev": 1.055, "homo_energy_ha": [-0.378, -0.397], "total_charge": 1, "max_force_ev_per_a": 1.69, "spin_multiplicity": 3, "gap_ha": [0.25052, 0.28577]}